41
Properties=species:S:1:pos:R:3:forces:R:3 method="wB97M-V/def2-TZVPD" relative_energy_kcal_mol=120.2 charge=0 homo_lumo_gap_ev=8.020 e_homo_ev=-7.746 lumo_energy_ev=0.2736 total_energy_ha=-1048.0841
O 1.468 -0.159 -3.509 -0.8830 -0.1015 4.4678
O 1.833 1.658 2.111 1.0684 1.1913 0.1753
O 4.508 1.680 -1.188 -1.0102 1.7531 2.1137
O 4.120 2.889 0.728 2.6106 -1.1818 -2.8158
N 2.362 0.664 -1.586 -0.3611 -0.2259 -1.3879
N -1.076 0.365 -2.637 -0.1157 0.2482 -2.2916
N -1.971 -1.450 2.263 -1.4492 1.4394 4.9432
C -5.249 -0.661 0.858 3.1518 -0.9321 -0.8160
C 2.313 1.359 -0.251 0.8661 1.6895 -2.6440
C -0.875 -1.496 1.544 1.7839 -1.5308 -0.8789
C 3.702 2.025 -0.319 2.7432 -0.1627 0.2447
C -4.720 -0.585 -0.435 -3.0617 1.5535 -1.0065
C -2.523 -1.214 0.068 -0.5143 0.1518 1.5253
C 1.276 0.052 -2.244 3.2443 2.3726 -4.6474
C -0.083 0.001 -1.656 -0.1595 1.2630 2.6781
C -3.446 -0.816 -0.866 0.7296 2.1277 -3.3541
C -3.011 -1.182 1.367 1.6318 -1.2093 2.2650
C -4.255 -1.004 1.790 -4.6504 1.3427 -1.5558
C -0.179 -1.396 -0.909 -0.0969 -1.4018 -2.0132
C 2.087 0.717 1.068 2.7554 -1.8569 2.7908
C -1.154 -1.495 0.232 1.4090 1.1690 -3.2645
C 3.335 -0.190 1.390 -0.7040 -1.5366 -1.1370
H -1.008 1.427 -2.886 0.0926 -2.7836 0.5588
H -3.067 -0.294 -1.866 -0.9803 -1.9410 1.9678
H 1.568 2.126 -0.192 -0.5944 0.9690 -0.7302
H -1.903 -1.193 3.385 -0.7453 -0.9895 -4.2967
H 4.324 0.268 1.679 -1.1675 -0.0593 -0.7552
H 3.167 1.056 -2.330 -2.8721 -1.7557 2.9937
H -4.615 -1.016 2.743 0.0111 -0.2379 2.9485
H -0.266 0.872 -0.931 1.0231 -1.4128 -0.1982
H -0.845 -0.195 -3.505 -0.4775 1.1701 1.0035
H 5.175 3.014 0.474 -3.8511 -0.3459 0.9439
H -0.004 -1.885 1.967 1.5878 0.0672 0.6859
H -5.499 -0.104 -1.062 1.0366 -0.5249 -0.5438
H -0.352 -2.095 -1.808 -0.6574 0.6399 1.2792
H 0.793 -1.864 -0.639 -0.0657 1.1350 0.2249
H 2.645 2.174 2.411 -1.2986 -1.1655 -1.0136
H 1.219 0.081 1.159 -0.3099 -0.1472 -0.8018
H -6.271 -0.363 0.960 -0.2804 -0.1655 0.7957
H 3.379 -0.863 0.445 0.6559 1.1212 1.4032
H 3.099 -0.909 2.179 -0.0949 0.2640 0.1431

=====

10
Properties=species:S:1:pos:R:3:forces:R:3 method="wB97M-V/def2-TZVPD" relative_energy_kcal_mol=35.9 charge=0 homo_lumo_gap_ev=10.617 e_homo_ev=-10.515 lumo_energy_ev=0.1022 total_energy_ha=-818.9885
Cl 1.421 -2.324 -0.001 -0.2996 0.1841 0.0075
O -1.964 -0.660 -0.002 -0.2496 0.3060 -0.0042
O 2.379 0.769 0.000 -0.1091 -0.0234 -0.0582
N -1.137 -1.763 -0.002 0.6124 0.0324 0.0107
C 0.071 -1.271 0.002 0.1910 -0.6234 -0.0177
C 1.219 1.092 -0.007 0.1656 0.2317 0.1823
C 0.096 0.154 0.004 -0.3177 -0.0911 -0.0950
C -1.232 0.446 -0.002 -0.2773 0.6610 0.0602
H -1.787 1.392 0.005 0.3366 -0.5400 -0.0271
H 0.934 2.165 0.003 -0.0523 -0.1372 -0.0585

=====

122
Properties=species:S:1:pos:R:3:forces:R:3 method="wB97M-V/def2-TZVPD" relative_energy_kcal_mol=0.0 charge=0 homo_lumo_gap_ev=7.375 e_homo_ev=-9.212 lumo_energy_ev=-1.8374 total_energy_ha=-21919.8505
Br 0.646 0.571 3.888 0.5310 0.3353 -0.9653
Cl 7.109 3.821 -2.494 0.1901 0.0244 -0.1578
Cl 0.975 -5.406 1.948 -0.1209 0.0206 0.0550
Cl -0.228 -1.026 -5.561 -0.1152 0.3303 -0.1810
Cl -8.632 -0.273 6.067 -0.0261 0.0835 -0.0454
Cl 1.997 3.889 -1.149 -0.6018 0.1732 -0.0684
Cl 1.030 7.442 3.757 -0.0422 0.1040 0.1088
Cl 8.628 -1.385 -2.226 0.0997 0.0349 -0.0630
Cl -0.033 6.242 -3.559 -0.1203 0.0163 -0.1552
Cl 2.360 7.807 -2.973 -0.1157 0.1025 -0.0050
Cl 6.355 -6.858 1.709 -0.0708 0.0610 0.0065
Cl 5.832 -9.725 1.593 -0.0870 -0.0744 -0.0097
Cl 0.514 -7.523 -4.974 -0.0992 0.0049 -0.0050
Cl -5.502 -6.023 -4.265 0.0864 0.0509 -0.0280
Cl 1.347 6.273 0.403 0.0149 0.1524 -0.1173
Cl 1.790 -3.951 -1.322 0.4589 -0.2888 0.0058
Cl -4.709 -8.271 3.125 -0.0846 0.0366 -0.0377
Cl 1.631 -7.803 0.420 -0.2997 0.0783 0.3008
Cl -2.425 -4.969 -0.065 -0.0062 2.4528 0.3743
Cl -0.140 4.831 3.187 -0.1395 -0.1349 0.1863
Cl 3.714 -8.857 -4.652 0.1070 -0.0848 0.0651
Cl -1.039 10.136 -0.675 0.0062 0.0143 -0.0353
Cl -5.562 0.699 -1.186 0.0244 0.2126 0.0535
Cl -2.366 -3.014 -5.489 -0.1573 0.0497 -0.0481
Cl -5.661 12.711 1.469 -0.0098 -0.0756 0.0698
Cl -7.411 -2.899 5.713 0.0438 -0.0444 -0.0767
Cl 3.851 1.985 0.513 0.5286 -0.1033 -0.1214
Cl -1.615 10.128 2.186 0.0354 -0.0311 0.1100
Cl 4.630 5.341 -2.183 0.3181 -0.0400 -0.1756
Cl 6.309 0.440 0.237 0.0674 -0.0480 -0.0509
Cl 0.821 -3.469 -4.030 0.1219 -0.2899 0.2091
Cl -5.560 -7.412 -1.700 0.0940 -0.0097 0.1301
Cl -4.210 12.722 -1.063 0.0538 -0.0777 -0.0429
Cl -6.138 -2.140 -1.287 -0.0609 -0.2411 -0.0393
Cl 8.607 -2.784 0.333 0.0728 0.0062 0.0585
Cl -2.547 -6.313 3.056 -0.0190 0.1033 0.1615
Cl 3.260 10.619 1.595 -0.1294 -0.0318 -0.0622
Cl -0.960 -7.461 -2.460 -0.1453 -0.0596 0.1746
Cl 4.724 10.506 4.115 -0.0827 -0.0332 0.0560
Cl 3.125 -8.837 -1.794 0.4246 -0.1380 -0.2379
O -5.393 -0.811 2.569 3.1675 3.0213 -0.9693
O -0.789 2.151 1.286 -3.2065 -2.7565 0.4025
C -3.340 -2.373 1.077 1.6554 0.6012 -0.4278
C -3.033 2.117 2.224 -2.2037 -1.9888 0.4276
C -4.569 -6.492 -2.839 0.2336 0.0969 -0.0353
C 0.063 6.105 4.394 -0.1655 -0.1685 0.1730
C 6.073 5.083 -3.173 -0.0757 0.3163 -0.1715
C 5.128 -8.123 1.841 -0.2586 0.1053 0.0134
C -6.816 -0.535 -1.046 -0.3168 0.0473 0.1240
C 0.073 -8.427 -3.522 0.1547 -0.3566 -0.1690
C 4.229 -9.408 -3.052 0.3497 -0.2308 -0.0701
C 1.785 0.739 2.234 1.6611 -0.6364 -0.3480
C -0.928 -2.450 -0.023 -3.2584 1.3491 1.8112
C -3.211 -0.879 1.454 2.5687 -1.0679 -1.3730
C 0.700 4.860 -0.440 -0.4000 -0.2424 -0.0038
C -0.784 -0.936 0.374 -1.5434 -0.4818 -0.0189
C 9.575 -1.841 -0.806 0.2134 0.0670 0.0420
C -2.232 -3.197 0.337 1.1434 4.7437 1.0230
C 0.628 -0.265 0.003 -0.0043 -1.7485 0.5017
C 0.331 -6.821 1.109 -0.2670 -0.0019 0.0786
C 5.296 1.708 -0.464 0.0932 0.1426 -0.1514
C -4.390 -0.106 2.237 -1.2356 -2.2998 0.2716
C -4.280 -6.582 2.834 -0.2017 0.1354 -0.0796
C -7.693 -1.312 4.987 0.1513 0.0920 -0.2290
C -1.786 1.398 1.498 1.2398 1.8298 -0.1900
C -0.509 9.582 0.918 0.2804 -0.2399 0.0598
C 3.158 10.282 3.328 -0.1599 -0.0562 0.1938
C -4.614 11.789 0.383 0.1111 -0.2340 0.0455
C -4.229 1.433 2.580 2.3961 0.3976 -1.0708
C 0.606 7.848 -3.186 -0.0187 0.3264 0.0542
C 1.597 -0.541 1.281 -0.8103 0.3399 0.6869
C -1.959 -1.319 -5.780 -0.2033 0.1367 -0.0476
C -1.885 -0.123 1.091 -0.9952 -3.0567 -0.4039
C 1.375 -4.687 -2.876 0.0092 -0.2487 -0.3331
H -0.323 -6.488 0.305 0.2634 -0.0282 0.0667
H 4.994 1.405 -1.466 0.0047 -0.0325 0.1969
H 0.552 0.833 -0.284 0.0734 -1.5635 0.4622
H -0.462 -9.329 -3.815 -0.0526 0.2436 0.0120
H -0.232 -7.426 1.816 0.1988 0.0693 -0.0741
H -4.282 -2.960 1.357 1.4590 1.2371 -0.4072
H 1.075 -0.904 -0.851 -0.8660 1.2566 1.1303
H -7.582 -0.350 -1.798 0.2189 -0.0463 0.0250
H -7.256 -0.484 -0.051 0.2025 -0.0092 -0.0923
H 4.682 -8.082 2.834 0.1761 -0.0342 -0.1224
H -4.550 -6.319 1.812 0.1353 -0.1234 0.0960
H 1.656 1.742 1.708 -0.4557 -1.4831 0.9911
H -2.234 -1.059 -6.801 0.1349 -0.1294 0.1286
H 10.427 -2.439 -1.126 -0.2232 0.0154 0.0081
H -0.917 6.483 4.679 0.1585 0.0121 -0.1652
H -4.827 -5.952 3.534 0.1644 -0.1504 -0.0107
H 5.766 4.785 -4.175 0.0048 -0.0621 0.2161
H -0.477 8.493 0.922 -0.1055 0.1690 -0.0041
H 4.361 -7.952 1.086 0.2341 -0.0357 0.0706
H -5.130 10.878 0.083 -0.0033 0.2215 -0.0032
H 1.086 -1.347 1.933 0.9906 1.1454 -1.1319
H 9.925 -0.937 -0.309 -0.1861 -0.1108 -0.0626
H 0.146 8.208 -2.267 0.1225 -0.1633 -0.0991
H -2.982 3.239 2.472 0.4084 -1.9832 -0.5771
H -3.728 -7.108 -3.154 -0.2231 0.0277 0.0123
H -0.079 -2.990 -0.568 -1.5688 1.0991 1.0094
H 0.149 4.246 0.272 0.2173 0.0559 0.0055
H 0.366 8.521 -4.007 0.0752 -0.1932 0.0600
H -8.242 -1.442 4.056 0.0279 -0.0256 0.2134
H -6.734 -0.838 4.786 -0.1552 -0.1196 0.0869
H 4.244 -10.496 -3.039 -0.1105 0.1812 -0.0207
H 0.484 9.981 1.119 -0.1971 0.0532 -0.0592
H 0.566 5.690 5.266 0.0395 0.0573 -0.2254
H 2.622 -0.943 0.983 -1.3682 0.7244 0.1768
H -2.513 -0.697 -5.079 0.1588 -0.1600 -0.0127
H 2.836 9.252 3.468 0.2264 0.1735 -0.0780
H 0.979 -8.695 -2.983 -0.1720 0.1908 -0.0689
H 2.870 0.713 2.616 -1.9042 0.0728 -0.2920
H -5.072 2.008 3.106 1.2906 -1.2797 -0.9156
H 0.034 5.194 -1.231 0.2294 0.0154 0.1006
H 5.869 2.631 -0.515 -0.1386 -0.1749 0.1443
H 2.256 -5.184 -3.279 -0.0658 0.1540 0.1172
H 5.227 -9.022 -2.850 -0.2170 0.0530 -0.0075
H -3.694 11.536 0.908 -0.1269 0.1570 -0.0969
H 6.638 6.013 -3.223 -0.0467 -0.1781 0.1173
H -4.203 -5.594 -2.344 -0.1637 -0.1030 -0.0639
H 2.435 10.960 3.778 0.1788 -0.0169 -0.1137
H 0.580 -5.415 -2.721 0.1059 0.2462 0.0438